C2HLaO4 | the ωB97M-V functional and the def2-TZVPD basis

Last column: Löwdin charge in e.
Positions of all 8 atoms, in Å:
La  4.12538  0.68037  0.14045  2.59
O  2.38460  -0.89718  0.79547  -0.12
O  -5.49127  0.59420  -0.13418  0.04
O  0.33994  -0.98127  -0.03747  0.23
O  1.79455  0.62198  -0.65530  -0.13
C  1.54468  -0.46914  -0.05494  -0.77
C  -4.37257  0.70836  -0.06999  -0.03
H  -0.32530  -0.25731  0.01597  0.19

## Properties
highest occupied orbital energy = -17.02 eV
charge = +2
gap between HOMO and LUMO = 5.66 eV
energy relative to the best compared isomer or geometry (same formula, charge and spin) = 166.9 kJ/mol